A cluster of 19 separate species, C19H57N19O38 in total in a non-equilibrium geometry, computed with ωB97M-V/def2-TZVPD.

## Properties
HOMO: -0.392 Ha
ΔE to the lowest compared entry with this formula, charge and spin: 0.0 kJ/mol
E_LUMO: -0.5 eV

The geometry in XYZ format:
```
133
C19H57N19O38, DFT ωB97M-V/def2-TZVPD
H -2.65 -1.30 -3.07
O -0.52 0.98 -3.96
N -3.92 -1.93 2.35
O 2.22 2.18 -6.64
O 4.68 4.67 -1.97
H 1.32 8.25 -0.19
N -0.89 -6.86 2.74
N 0.26 1.10 0.16
C -3.97 2.29 1.87
H 0.99 -2.53 3.66
C -0.44 -0.18 -0.03
C 0.31 -7.00 3.58
N 3.44 -0.52 0.35
H 4.98 0.93 0.17
O 3.06 -0.05 1.43
N 0.26 0.24 -4.54
C -0.05 -0.17 -5.90
N 0.54 -3.36 -1.51
H 0.88 3.67 -5.12
O -5.17 -2.88 -1.95
O -0.05 1.81 1.09
H -2.68 -2.30 -1.58
O -1.50 -7.88 2.49
O -2.89 -2.54 2.43
C -2.40 5.89 3.40
C -0.82 3.75 -2.18
H 0.21 -0.87 0.48
O 1.41 4.58 3.13
O 1.21 1.30 -0.61
O 4.03 -2.72 5.86
O 5.20 -2.63 1.04
H 1.08 -6.26 3.37
O -0.90 5.41 -3.84
H 2.90 2.14 4.22
H 4.94 -0.78 3.66
H 5.39 -0.74 -0.36
H -0.53 -0.39 -1.10
H 4.83 -0.49 5.46
C 3.25 3.77 -0.38
O 0.89 5.21 -2.65
O -4.86 -1.98 -3.83
O 2.78 -1.30 -0.32
N 3.86 -2.18 4.78
H 3.00 -3.36 0.43
O 2.99 4.05 -7.32
C 4.34 -0.80 4.56
H 2.43 3.56 -4.47
N -3.08 -6.24 -0.69
H -3.33 2.55 2.72
H -4.27 1.24 1.93
N -3.39 2.49 0.56
H 0.62 -8.04 3.55
O -3.38 3.61 0.13
H -0.71 3.97 -1.12
O -0.50 -2.75 -1.42
C -4.68 -1.76 3.63
O 1.20 -0.32 -3.98
C 1.23 -3.27 -2.82
H -0.46 -2.85 4.61
O -3.93 -6.98 -0.18
H -0.28 2.83 -2.45
O 5.63 -4.72 1.30
O 1.02 -3.98 -0.61
N -2.70 -3.47 -5.18
H 3.46 -0.18 4.35
C -3.06 -4.84 -0.18
N 0.14 6.74 0.82
O -1.87 -2.63 -5.47
H 0.30 -1.19 -6.11
H 1.13 2.38 4.19
H 0.40 0.51 -6.60
H 1.36 -2.20 -3.01
H 3.36 -5.10 0.58
N 4.87 -3.81 1.12
H 2.02 7.47 1.18
O 0.79 -0.44 4.70
H 2.22 -3.75 -2.74
O -3.00 1.53 -0.05
H -1.35 -0.21 0.54
C -3.92 -3.58 -6.01
H -3.64 -4.00 -6.97
N -0.13 -0.89 4.06
H -3.92 -4.33 -0.64
H -2.81 6.55 2.67
H -1.87 3.62 -2.41
N -3.49 5.52 4.36
H 4.39 0.25 -1.31
O -1.20 -0.32 3.94
C 2.04 2.37 3.60
N 4.51 3.79 -1.13
O 3.45 3.99 2.65
H -4.58 -4.24 -5.48
O -4.35 -1.35 1.35
H 3.05 -4.11 2.09
H 1.86 6.53 -0.44
N -4.49 -2.27 -2.71
O -0.24 5.67 0.42
O 3.19 -2.71 3.90
H -1.61 6.39 3.97
H -0.72 -2.54 2.93
O -4.25 4.64 4.02
H -3.52 -0.82 -1.63
N -0.25 4.90 -2.95
H 1.95 1.73 2.74
C 4.64 0.02 -0.28
O -1.21 -5.74 2.41
H 0.56 -3.61 -3.59
N 2.33 3.76 3.08
C -3.24 -1.65 -2.23
C 1.87 4.01 -5.29
C -0.07 -2.32 3.75
H -1.14 -0.16 -5.99
O -3.48 6.03 5.42
N 2.37 3.36 -6.54
H 2.44 3.96 -1.07
H 2.02 5.07 -5.37
H 0.00 -6.80 4.61
H -4.33 -2.59 -6.04
H -4.07 -1.15 4.29
O -2.35 -6.54 -1.62
H -4.82 -2.78 3.97
H -2.11 -4.32 -0.43
H -5.63 -1.25 3.51
H -2.10 4.93 2.96
H 3.30 4.51 0.40
C 3.43 -4.12 1.06
C 1.44 7.26 0.27
H 3.21 2.76 -0.01
H -4.87 2.90 1.93
O -2.53 -4.27 -4.29
O 5.36 2.98 -0.83
O -0.50 7.46 1.52
H -3.16 -4.85 0.89
```

=====

A cluster of 14 separate species, C19H57N2O16PS3 in total in a non-equilibrium geometry, computed with ωB97M-V/def2-TZVPD.

## Properties
HOMO: -0.311 Ha
E_LUMO: -2.1 eV

The geometry in XYZ format:
```
98
C19H57N2O16PS3, DFT ωB97M-V/def2-TZVPD
H -4.96 2.66 10.49
H -0.01 1.02 -4.43
H -2.43 -0.28 2.93
H 1.59 -4.07 -5.59
H -3.77 6.11 -0.56
S -1.93 -1.17 1.97
C -3.10 2.05 6.04
H 5.61 -3.81 -1.53
P -1.81 0.56 -1.10
C -5.18 -3.10 0.89
O -2.21 -1.06 -1.73
O -2.97 1.14 -0.19
H -3.96 2.63 5.71
H 4.68 4.13 -5.86
O -4.72 -2.16 1.85
C -3.78 4.32 -1.32
H -6.98 -0.42 3.98
C -0.15 0.29 -0.12
H 5.29 -4.00 -5.66
C -6.34 -0.63 4.84
O 6.44 2.68 -2.94
H 1.73 -5.45 -3.77
H -4.70 -4.06 1.08
H -2.19 2.66 5.98
C 2.62 0.49 0.27
H -4.86 4.21 -1.23
H -6.89 -0.43 5.76
H -1.32 -3.27 4.08
H -2.82 1.23 4.31
O -2.96 0.91 5.22
H -6.26 -3.21 0.97
H 7.22 -3.18 -6.59
O 0.43 0.17 -4.23
H 6.26 2.08 -4.90
C 7.03 -4.25 -6.48
H -5.82 3.33 9.07
O 5.63 -4.47 -6.43
H 4.89 -1.98 -2.71
H 4.90 1.63 -3.82
H 6.00 3.52 -3.14
C -1.60 -2.45 5.81
O -5.95 -1.99 4.82
H -4.91 -2.76 -0.11
O -1.54 1.54 -2.56
H -5.00 1.75 8.95
H 4.32 2.12 -1.12
C 5.99 1.74 -3.90
N 1.02 -1.62 3.57
H 2.93 4.44 -5.73
H -3.26 1.73 7.07
C 1.31 0.81 -0.68
H 0.46 -1.73 -4.99
H 2.64 2.17 -5.60
C -1.19 3.65 1.37
H 6.37 -4.39 -3.03
C -0.02 -0.77 -5.19
H 7.50 -4.62 -5.57
O 1.56 -3.64 -4.72
C 3.69 3.73 -6.07
O -1.46 -3.59 4.99
S 2.73 -1.60 3.99
H 6.47 0.78 -3.71
H -2.46 -1.86 5.48
C 2.23 -4.48 -3.80
C 6.07 -3.50 -2.47
H -5.46 -2.13 3.99
N 3.58 -0.73 2.70
C 1.05 -0.84 2.25
H -3.30 3.36 -1.12
H 7.44 -4.77 -7.35
C -4.95 2.75 9.40
H -1.28 -1.42 -1.96
H -0.61 1.27 -2.85
H -0.19 4.05 1.58
H 3.27 -4.61 -4.12
S 4.38 1.03 -0.23
O 5.14 -2.76 -3.24
H -1.76 -2.77 6.85
H 0.25 -0.42 -6.19
H 3.59 3.57 -7.15
C -0.26 -0.52 1.32
O 3.53 2.50 -5.39
H -1.94 4.36 1.71
H 1.38 1.37 -1.71
H 6.95 -2.88 -2.27
H -3.51 4.67 -2.32
O -1.34 2.42 2.05
H -5.45 0.01 4.81
H -1.11 -0.88 -5.11
H -1.29 3.49 0.29
H -0.69 -1.84 5.76
H -3.75 4.27 9.39
O -3.33 5.26 -0.36
C 2.51 -0.32 1.71
O -3.76 3.39 8.98
H -2.23 2.09 1.85
H 2.21 -4.02 -2.81
H -5.17 -1.32 1.65
```

=====

A structure of composition C19H58InLiN10O19 in a non-equilibrium geometry, computed with ωB97M-V/def2-TZVPD.

## Properties
HOMO: -0.277 Ha
E_LUMO: -0.2 eV

The geometry in XYZ format:
```
108
C19H58InLiN10O19, DFT ωB97M-V/def2-TZVPD
C -1.53 -6.68 26.76
H -5.97 -2.14 19.30
N -0.79 -2.20 18.53
H -7.82 -8.56 19.91
N -3.54 -10.93 18.05
O -3.94 -3.44 15.72
H -3.90 -11.32 17.22
C 0.38 -7.73 18.62
C 1.01 -6.90 22.77
O -4.84 -7.70 19.27
H -1.81 -2.19 18.44
C -2.02 -4.70 16.81
H -0.50 -9.75 18.60
H 1.71 -12.06 22.87
C 0.97 -8.01 14.18
In -2.59 -9.09 21.54
N -0.42 -7.80 14.02
C -1.60 -4.91 21.81
H -1.22 -5.40 16.53
H -6.86 -7.55 21.77
C 1.69 -5.63 22.48
H -1.46 -3.82 17.16
H -3.32 -5.34 15.22
H 0.62 -6.92 23.78
H 2.48 -7.56 15.49
N 0.97 -2.46 20.21
H -2.68 -10.38 17.98
H 0.13 -7.10 20.93
O -2.65 -5.31 17.98
O 0.12 -6.50 19.26
H -5.56 -2.95 17.78
O -4.98 -0.54 17.16
H 1.61 -10.63 21.86
C -3.55 -7.69 15.38
O -1.12 -11.02 21.31
O -3.01 -7.28 14.37
H -4.47 -3.58 20.17
H -4.74 -0.46 19.12
H 0.98 -7.03 15.97
C -5.13 -2.43 18.68
N 1.57 -7.19 15.17
H 2.44 -5.47 23.27
O -1.30 -1.97 20.91
H -1.94 -8.28 16.85
H 1.74 -5.64 20.46
H -1.09 -11.74 20.66
H -3.11 -4.62 18.51
H 2.39 -5.73 16.50
H -5.19 -7.07 21.71
H -5.31 -6.69 15.22
H 1.38 -2.78 19.38
H 0.93 -4.81 22.53
H -1.97 -5.69 26.58
Li -1.83 -6.53 19.51
H 0.10 -9.24 20.15
H 1.44 -8.00 18.79
H -3.38 -1.17 18.24
C -0.41 -2.10 20.01
H -3.27 -7.83 17.50
C -0.51 -8.88 19.33
N -2.93 -8.21 16.60
N -4.74 -7.28 15.83
H 1.00 -5.18 18.30
H -5.43 -11.87 17.87
H 1.68 -7.78 22.62
H 3.60 -5.89 19.70
H -0.62 -4.83 21.40
H -4.82 -3.87 15.88
H 1.64 -2.30 20.98
H 0.22 -7.67 17.55
H -5.16 -7.41 16.75
N -7.06 -8.17 19.32
C -4.48 -1.10 18.31
C 3.69 -4.92 18.05
O -3.96 -10.88 20.30
H 3.62 -4.10 18.84
H -0.09 -2.67 17.91
N -5.25 -12.08 18.83
C -5.84 -7.84 19.95
H -0.40 -10.93 23.20
C 1.22 -11.63 21.98
O 1.53 -12.41 20.78
C -2.88 -4.41 15.59
H -1.87 -4.17 22.53
O 1.57 -8.74 13.46
H -2.21 -4.12 14.79
C 2.52 -4.78 17.09
H -6.11 -11.95 19.32
H -0.69 -12.59 22.56
H -0.87 -7.15 14.64
H 4.63 -4.87 17.53
H -6.98 -8.52 18.36
O 3.63 -6.17 18.78
H 1.75 -11.82 20.06
C -4.17 -11.25 19.19
H -0.50 -6.53 26.84
N -5.99 -7.46 21.24
O -0.07 -7.05 21.90
O 2.34 -5.67 21.22
H -4.31 -0.69 16.45
H -0.96 -8.25 13.30
O -2.46 -5.57 21.41
O -4.15 -3.27 19.30
O -1.78 -8.56 19.71
O 1.36 -4.41 17.82
C -0.28 -11.57 22.35
O -2.13 -7.80 26.68
H 2.80 -4.06 16.31
```